{"formula": "C28H45Cl39NO2", "method": "ωB97M-V with the def2-TZVPD basis set", "lumo_ha": -0.1050, "spin_multiplicity": 1, "homo_ev": -11.1, "total_charge": 1, "homo_lumo_gap_ev": 8.2385, "symbols": ["C", "O", "C", "C", "C", "C", "C", "C", "C", "C", "C", "C", "C", "N", "C", "C", "C", "O", "H", "H", "H", "H", "H", "H", "H", "H", "H", "H", "H", "H", "H", "H", "H", "H", "H", "H", "H", "H", "H", "H", "H", "H", "H", "H", "H", "H", "H", "H", "H", "H", "C", "Cl", "Cl", "Cl", "H", "C", "Cl", "Cl", "Cl", "H", "C", "Cl", "Cl", "Cl", "H", "C", "Cl", "Cl", "Cl", "H", "C", "Cl", "Cl", "Cl", "H", "C", "Cl", "Cl", "Cl", "H", "C", "Cl", "Cl", "Cl", "H", "C", "Cl", "Cl", "Cl", "H", "C", "Cl", "Cl", "Cl", "H", "C", "Cl", "Cl", "Cl", "H", "C", "Cl", "Cl", "Cl", "H", "C", "Cl", "Cl", "Cl", "H", "C", "Cl", "Cl", "Cl", "H"], "positions_angstrom": [[5.623939, -0.468318, -1.853954], [5.965726, 0.877717, -1.410408], [4.903019, 1.466249, -0.591729], [3.536954, 1.729586, -1.475611], [2.475654, 0.598612, -1.052573], [1.337887, 0.219012, -2.122125], [1.107036, 1.217813, -3.351727], [0.051129, 2.412652, -3.159068], [-0.837453, 2.427432, -1.824537], [-2.351346, 1.813461, -2.037911], [-2.358593, 0.201383, -1.958512], [-2.330135, -0.231866, -0.394269], [-1.471304, -1.567949, -0.070122], [-1.732479, -2.738339, -0.992638], [-0.394814, -3.281050, -1.457675], [-0.717191, -4.843156, -2.164185], [-1.900906, -4.819195, -3.379151], [-0.321111, -4.997926, -3.633033], [6.618833, -0.954218, -2.218926], [5.224863, -1.146913, -1.007671], [4.904998, -0.454157, -2.753600], [4.580513, 0.749445, 0.263604], [5.218370, 2.461333, -0.069927], [3.089943, 2.759739, -1.202415], [3.885507, 1.666541, -2.585768], [2.017035, 0.921553, -0.025802], [3.057017, -0.388016, -0.808437], [1.641381, -0.815027, -2.582729], [0.365713, -0.014069, -1.515436], [0.705576, 0.556234, -4.233206], [2.080455, 1.694432, -3.792032], [0.588247, 3.442124, -3.281039], [-0.702850, 2.372492, -4.054445], [-0.373830, 1.955997, -0.886693], [-1.028708, 3.551592, -1.558932], [-2.873403, 2.232273, -2.975881], [-2.957923, 2.215191, -1.123274], [-1.501175, -0.282339, -2.584123], [-3.356354, -0.183946, -2.392170], [-3.434815, -0.371730, -0.014441], [-1.836890, 0.649613, 0.190990], [-0.331766, -1.389860, 0.000928], [-1.795650, -1.915246, 0.998429], [-2.402347, -2.549330, -1.760539], [-2.155285, -3.517203, -0.427910], [0.312687, -3.543337, -0.589177], [0.088703, -2.675271, -2.304303], [-0.685992, -5.812275, -1.425060], [-2.468924, -5.812546, -3.301139], [-2.307974, -3.812013, -3.753059], [6.914325, -0.646995, 2.008066], [6.361596, 0.501525, 0.775385], [7.278752, 0.191570, 3.526510], [5.697278, -1.907547, 2.270577], [7.828534, -1.122005, 1.651549], [-5.115213, -0.330908, 3.203025], [-4.154530, -1.519116, 2.300980], [-5.071831, 1.244577, 2.397267], [-6.782602, -0.891081, 3.382867], [-4.681380, -0.220876, 4.195964], [8.809364, 3.713508, 1.759102], [10.204260, 4.402645, 2.602264], [7.347970, 4.653833, 2.101805], [9.107628, 3.642977, 0.015824], [8.656237, 2.697187, 2.122532], [5.712329, 5.778789, 5.460999], [6.607173, 7.056759, 6.295800], [5.932596, 4.226390, 6.282502], [3.992763, 6.188480, 5.357879], [6.105400, 5.689819, 4.448362], [-7.557689, -2.209971, 7.378557], [-8.542129, -3.282353, 6.371625], [-6.027627, -1.832800, 6.573007], [-8.443735, -0.725577, 7.757114], [-7.335568, -2.724914, 8.313229], [-5.834452, -7.039622, -2.816918], [-6.558990, -6.914041, -4.425641], [-4.617142, -8.324627, -2.779845], [-5.119634, -5.491859, -2.336271], [-6.620353, -7.290472, -2.104641], [5.626351, 3.768910, -5.056363], [3.972524, 4.319656, -5.366765], [5.702398, 2.850468, -3.544497], [6.220196, 2.792375, -6.407644], [6.267482, 4.646051, -4.959021], [-9.159262, -4.721689, -6.854173], [-8.103777, -6.142613, -6.838971], [-8.978395, -3.797581, -5.354396], [-8.810515, -3.702858, -8.258131], [-10.192063, -5.062170, -6.925177], [6.060806, 7.427437, -7.189080], [7.114786, 6.426194, -6.177310], [5.583505, 6.548679, -8.648962], [4.633366, 7.944484, -6.279402], [6.616620, 8.315494, -7.489146], [2.903645, 3.322215, 8.259026], [1.710175, 2.521244, 7.224816], [2.105906, 4.142574, 9.609158], [4.092229, 2.154116, 8.856159], [3.426528, 4.070460, 7.663274], [-3.176715, -4.311096, 7.818347], [-1.842906, -3.722430, 8.821044], [-4.734573, -3.895149, 8.548922], [-3.060565, -3.650547, 6.178849], [-3.106087, -5.396788, 7.756265], [-8.631868, -2.624555, -1.492976], [-8.847320, -4.342523, -1.124861], [-8.972817, -1.635167, -0.066203], [-6.991830, -2.316603, -2.085851], [-9.337209, -2.350538, -2.277407], [-1.356123, 1.394567, 4.952301], [-2.353308, 0.326554, 3.950926], [0.173427, 1.754739, 4.137062], [-2.227977, 2.887026, 5.330101], [-1.134294, 0.880373, 5.887492]], "forces_ev_per_a": [[0.8, -0.7, -0.7], [-2.2, 0.0, -0.6], [-4.2, 1.6, -1.5], [0.7, -0.5, 0.3], [0.3, -0.3, 0.6], [0.3, -0.8, 0.1], [-0.4, -0.3, -1.2], [-0.4, 0.5, -0.4], [-1.4, 1.1, -0.3], [0.6, 0.2, 1.1], [-0.7, -0.1, 0.0], [0.2, 0.0, -0.3], [-0.6, 1.8, 2.5], [0.9, -1.0, 1.0], [0.7, -4.0, -2.3], [-1.9, 1.2, -2.6], [4.3, -0.8, 2.7], [-3.8, 0.5, 3.7], [-1.8, 1.0, 0.6], [0.5, 1.3, -1.2], [0.9, 0.1, 1.5], [-0.5, 1.7, -2.4], [-0.1, -1.8, -1.4], [0.8, -1.6, -0.8], [-1.2, 0.2, 2.1], [0.7, -0.5, -1.9], [-1.0, 1.8, -0.5], [-0.4, 1.9, 0.7], [1.6, 0.7, -1.4], [0.7, 1.1, 1.6], [-1.6, -1.1, 1.2], [-0.9, -1.9, 0.4], [1.4, 0.1, 1.6], [-0.4, 0.6, -1.5], [0.5, -2.0, -0.4], [1.1, -0.8, 1.3], [0.8, -0.9, -1.6], [-1.3, 1.0, 1.1], [1.5, 0.6, 0.5], [2.3, 0.3, -0.7], [-0.9, -1.8, -0.8], [-2.0, -0.2, -0.5], [0.7, 0.6, -1.9], [0.7, 0.1, 0.3], [0.2, 0.9, -0.7], [-1.3, 1.1, -1.2], [-0.9, -0.6, 1.6], [0.2, 2.5, -2.1], [0.8, 1.9, -0.9], [0.6, -1.9, 0.5], [0.5, 0.5, 0.1], [4.5, -3.0, 4.8], [0.1, -0.1, 0.0], [0.0, 0.0, -0.1], [-0.2, 0.0, 0.2], [-0.9, 0.2, 0.1], [-0.2, -0.3, 0.1], [-0.1, -0.2, 0.0], [0.3, 0.1, -0.2], [-0.2, -0.1, -0.3], [0.2, -0.1, 0.0], [-0.2, -0.1, -0.1], [0.0, -0.1, -0.1], [-0.1, 0.0, 0.2], [0.0, 0.2, -0.1], [0.1, 0.1, 0.0], [-0.1, -0.2, -0.1], [0.0, 0.1, -0.1], [0.1, -0.1, 0.0], [-0.1, 0.0, 0.3], [-0.1, 0.1, -0.1], [0.1, 0.1, 0.1], [-0.2, 0.2, 0.0], [0.1, -0.2, 0.0], [0.0, 0.1, -0.2], [-0.1, -0.4, -0.3], [0.2, 0.1, 0.7], [-0.1, 0.1, 0.1], [-0.1, 0.1, 0.1], [0.2, 0.1, -0.1], [0.1, -0.1, 0.1], [0.1, 0.0, 0.0], [0.4, 0.2, -0.4], [0.0, 0.1, 0.1], [-0.4, -0.4, 0.0], [0.0, 0.1, -0.1], [-0.3, 0.2, -0.4], [0.0, -0.1, 0.0], [-0.1, -0.1, 0.2], [0.3, 0.1, 0.0], [-0.2, 0.1, -0.1], [0.2, 0.4, -0.2], [0.1, 0.1, 0.2], [0.2, 0.0, -0.1], [-0.1, -0.2, 0.1], [0.1, 0.1, 0.2], [0.1, 0.1, 0.0], [0.1, -0.1, -0.2], [-0.1, 0.1, -0.1], [-0.1, -0.2, 0.1], [0.0, 0.0, 0.2], [-0.2, -0.1, -0.1], [0.4, -0.4, 0.3], [0.0, -0.1, 0.0], [0.0, 0.3, 0.0], [-0.2, 0.0, 0.2], [0.0, 0.2, -0.1], [0.0, -0.1, -0.2], [-0.1, 0.0, -0.1], [0.2, -0.1, 0.2], [0.1, 0.3, 0.2], [0.9, 0.1, 0.3], [-0.2, -0.1, 0.1], [0.1, -0.2, 0.0], [-0.1, 0.1, -0.2]]}

{"formula": "C14H34BN2O11V", "method": "ωB97M-V with the def2-TZVPD basis set", "lumo_ha": [0.1873, 0.1873], "spin_multiplicity": 2, "homo_ev": [2.5, 2.4], "total_charge": -3, "homo_lumo_gap_ev": [2.5994, 2.6502], "e_above_lowest_ev": 0.000, "symbols": ["O", "V", "C", "O", "O", "O", "C", "O", "O", "O", "B", "H", "H", "H", "H", "C", "O", "C", "C", "N", "C", "C", "O", "C", "H", "H", "H", "H", "H", "H", "H", "H", "H", "H", "H", "H", "H", "H", "H", "C", "O", "C", "C", "N", "C", "C", "O", "C", "H", "H", "H", "H", "H", "H", "H", "H", "H", "H", "H", "H", "H", "H", "H"], "positions_angstrom": [[1.925762, -1.298361, 2.108883], [2.533856, -2.484770, 1.261892], [4.197330, -1.701735, -0.843715], [5.410396, -1.315148, -0.972108], [3.302333, -1.011887, -0.214064], [4.045246, -2.922974, -0.438069], [4.494725, -3.504843, 2.893323], [3.266357, -3.935402, 2.724790], [5.577296, -4.145319, 2.629410], [4.523246, -2.337300, 2.283363], [0.613198, -3.550074, 0.574412], [1.441835, -3.450515, -0.202727], [0.130165, -2.479781, 0.678044], [-0.157419, -4.356222, 0.183893], [1.053993, -3.989283, 1.536188], [-7.225012, 0.234734, -2.171741], [-6.221052, 1.180472, -2.411369], [-5.026075, 0.701115, -3.024351], [-3.834752, 1.272618, -2.225219], [-3.815864, 0.647252, -0.918522], [-2.835985, -0.475794, -0.933585], [-2.552523, -0.779784, 0.522661], [-1.990430, 0.369868, 1.146411], [-1.409391, -0.006553, 2.385661], [-7.585042, -0.155967, -3.135799], [-8.104648, 0.695120, -1.719947], [-6.862540, -0.567968, -1.524135], [-5.135094, 1.090356, -4.040541], [-4.891066, -0.379566, -2.920971], [-4.028417, 2.349444, -2.162388], [-2.998252, 1.224718, -2.937409], [-3.485740, 1.309742, -0.226533], [-1.870379, -0.154540, -1.332682], [-3.308453, -1.327780, -1.418185], [-1.923370, -1.661029, 0.686222], [-3.456596, -1.004428, 1.113836], [-0.520414, -0.619275, 2.219592], [-2.087148, -0.569552, 3.040291], [-1.045878, 0.873501, 2.911802], [3.688003, 0.425600, -3.209292], [3.547514, 1.714676, -2.608590], [2.180304, 2.077328, -2.544791], [1.465185, 1.509678, -1.331705], [1.986206, 2.136070, -0.122296], [1.160413, 1.812379, 1.021017], [1.792388, 2.207519, 2.344217], [1.219946, 1.435013, 3.415555], [1.855997, 1.599206, 4.642076], [4.751189, 0.202649, -3.120807], [3.437921, 0.577226, -4.269925], [3.146118, -0.351467, -2.670477], [1.617978, 1.657100, -3.392691], [2.167276, 3.170987, -2.566723], [1.641585, 0.435102, -1.205220], [0.366233, 1.629966, -1.385456], [2.008867, 3.143341, -0.247683], [1.028877, 0.729484, 1.143817], [0.158143, 2.265066, 0.930421], [1.591973, 3.208479, 2.761250], [2.867048, 2.004345, 2.296809], [1.494462, 0.827592, 5.327751], [1.791376, 2.561981, 5.165311], [2.890800, 1.257588, 4.500816]], "forces_ev_per_a": [[-0.8, 0.1, -0.1], [5.4, 1.2, 0.9], [3.7, -1.8, 6.9], [-1.1, 1.2, -3.1], [-2.9, 2.9, -1.0], [-1.3, -3.1, -1.6], [1.3, 0.7, -8.9], [-1.7, -2.1, 1.9], [-0.8, -1.4, 4.0], [-0.9, 2.9, 1.2], [-1.8, -0.3, -0.4], [1.5, 0.1, -1.5], [-0.6, 0.7, 0.3], [-0.7, -0.6, -0.5], [0.4, -0.5, 1.7], [0.1, -0.2, -0.6], [-0.5, 0.2, 0.7], [-0.1, 0.6, 1.0], [-1.7, 1.0, -1.3], [1.2, -0.2, -1.1], [-0.5, 0.8, 1.8], [-0.2, -0.6, 1.0], [-0.1, -0.2, -0.2], [0.8, 0.0, 0.2], [0.1, -0.4, 0.1], [0.3, 0.3, 0.2], [-0.1, -0.1, -0.1], [0.8, -0.5, -0.3], [-0.5, -0.1, -0.5], [0.0, 0.0, 0.3], [0.7, -0.5, 0.7], [0.1, 0.0, 0.0], [-0.1, -0.3, -0.6], [0.4, -0.1, -0.2], [0.4, 0.2, -0.5], [-0.4, -0.1, -0.5], [0.0, -0.2, 0.0], [-0.3, 0.1, -0.2], [-0.2, 0.2, -0.1], [1.1, 0.9, 0.2], [-0.8, 0.0, -0.2], [0.1, -0.8, 0.2], [0.5, 0.2, 1.0], [-0.2, 0.0, 0.2], [-0.3, 0.0, 0.8], [0.1, -0.1, 1.4], [-0.9, 0.0, -0.2], [0.9, -1.7, -0.1], [-0.1, -0.3, 0.1], [-0.3, -0.6, -0.1], [-0.2, 0.0, -0.2], [0.2, 0.4, -0.4], [-0.3, 0.1, 0.0], [0.3, 0.0, -0.2], [-0.1, 0.2, -0.4], [0.0, 0.0, 0.0], [0.2, 0.0, -0.5], [-0.1, -0.1, 0.1], [0.4, 0.6, -1.1], [0.0, 0.1, -0.1], [-0.5, 0.1, -0.1], [-0.1, 0.4, -0.5], [0.3, 0.6, 0.2]]}

{"formula": "C5H14N2", "method": "ωB97M-V with the def2-TZVPD basis set", "lumo_ha": 0.0401, "spin_multiplicity": 1, "homo_ev": -9.0, "smiles": "CCCNCCN", "homo_lumo_gap_ev": 10.1008, "e_above_lowest_ev": 2.159, "symbols": ["C", "C", "C", "N", "C", "C", "N", "H", "H", "H", "H", "H", "H", "H", "H", "H", "H", "H", "H", "H", "H"], "positions_angstrom": [[-3.614987, -0.204918, -0.411593], [-2.187175, -0.582725, 0.127753], [-1.018850, -0.103461, -0.661937], [0.188015, -0.237706, 0.129645], [1.371976, 0.066104, -0.698964], [2.629517, -0.058165, 0.265440], [2.767928, 1.024158, 1.187928], [-3.510501, 0.959712, -0.544273], [-3.787426, -0.608977, -1.407418], [-4.480981, -0.482565, 0.162554], [-1.886738, -1.674999, 0.172845], [-2.080518, -0.208736, 1.176095], [-1.066020, 1.002160, -0.800035], [-0.996629, -0.679755, -1.555035], [0.124663, 0.541817, 0.758210], [1.448440, -0.753173, -1.371499], [1.251326, 0.932522, -1.332151], [2.326576, -0.943984, 0.772600], [3.705298, -0.338259, -0.376561], [1.814913, 1.347736, 1.433921], [3.363110, 0.700329, 1.963542]], "forces_ev_per_a": [[2.3, 2.0, -0.8], [-0.7, -1.5, 1.4], [-0.3, 2.4, 0.8], [0.9, -0.1, -0.5], [1.1, -0.9, 1.5], [1.2, -0.8, -3.4], [0.1, 0.6, 0.0], [-0.8, -2.1, 0.3], [0.2, 0.0, -0.2], [0.0, 0.0, 0.7], [-1.3, 0.7, 0.3], [-0.2, -0.2, -0.7], [-0.7, -0.5, -1.1], [0.5, -0.1, -1.1], [-0.1, 0.1, 0.8], [0.2, -0.8, -0.7], [0.2, 0.9, 0.1], [0.3, -1.2, 0.4], [-3.1, 1.1, 1.8], [1.3, -0.3, 0.5], [-1.0, 0.7, -0.2]]}

| no. | calculated total energy (Ha) |
| --- | --- |
| 1 | -19245.9195 |
| 2 | -2459.5360 |
| 3 | -308.3437 |